A structure of composition C21H14F16N3OV, computed with the ωB97M-V functional and the def2-TZVPD basis.

Summary:
HOMO-LUMO gap (alpha / beta): 0.309 / 0.312 Eh
Charge: 0
HOMO level (alpha / beta): -8.145 / -8.237 eV
2S+1: 3
Calculated total energy: -97689.90314 eV
Maximum force: 0.0511 Eh/bohr
Energy above the lowest of the compared OMol25 structures with the same formula, charge and spin: 0.0 kJ/mol
⟨S²⟩: 2.01

Last column: Mulliken spin population.
Element x y z (Å)
V1 0.090 -0.212 0.208  1.90
C1 -1.280 2.486 0.044  0.05
N1 -0.891 1.381 -0.858  -0.07
C2 0.075 1.869 -1.891  0.02
C3 1.477 1.727 -1.327  0.05
N2 1.589 0.343 -0.831  -0.06
C4 2.576 -0.524 -1.313  0.00
C5 3.146 -0.488 -2.581  -0.01
F1 2.732 0.418 -3.490  0.00
C6 4.109 -1.391 -2.997  0.00
F2 4.620 -1.297 -4.226  0.00
C7 4.520 -2.409 -2.164  0.00
F3 5.434 -3.292 -2.567  0.00
C8 3.946 -2.509 -0.912  0.01
F4 4.307 -3.493 -0.087  0.00
C9 3.004 -1.583 -0.514  0.00
F5 2.451 -1.733 0.708  0.00
C10 -2.086 0.725 -1.451  0.04
C11 -1.731 -0.654 -1.979  0.02
N3 -0.979 -1.381 -0.940  -0.04
C12 -0.927 -2.772 -1.074  0.03
C13 -0.706 -3.573 0.043  -0.01
F6 -0.578 -2.992 1.251  0.00
C14 -0.632 -4.951 -0.005  0.01
F7 -0.439 -5.644 1.120  0.00
C15 -0.785 -5.612 -1.207  0.00
F8 -0.726 -6.943 -1.270  0.00
C16 -1.004 -4.858 -2.340  0.00
F9 -1.136 -5.462 -3.524  0.00
C17 -1.058 -3.476 -2.269  -0.02
F10 -1.211 -2.830 -3.441  0.00
H1 -1.741 3.302 -0.519  0.00
H2 -1.986 2.114 0.784  0.00
H3 -0.404 2.868 0.568  -0.01
H4 -0.017 1.233 -2.770  0.00
H5 -0.180 2.895 -2.172  0.00
H6 2.231 1.980 -2.066  0.00
H7 1.615 2.423 -0.494  -0.02
H8 -2.819 0.622 -0.650  0.00
H9 -2.520 1.341 -2.245  0.00
H10 -2.666 -1.164 -2.229  0.00
H11 -1.161 -0.570 -2.907  -0.01
C18 0.360 -1.369 4.072  0.00
C19 0.162 -0.080 3.297  -0.01
O1 0.089 -0.369 1.940  0.11
C20 1.357 0.871 3.515  0.00
F11 1.414 1.836 2.596  0.00
F12 1.288 1.450 4.724  0.00
F13 2.511 0.196 3.449  0.00
C21 -1.148 0.611 3.733  0.02
F14 -2.199 -0.042 3.233  0.00
F15 -1.274 0.625 5.066  0.00
F16 -1.224 1.879 3.298  0.00
H12 1.244 -1.875 3.694  0.00
H13 -0.503 -2.014 3.912  0.00
H14 0.476 -1.178 5.137  0.00

Force components x, y, z for each atom (eV/Å):
-0.106 -0.537 -2.323
0.006 -0.181 -0.097
-0.023 0.060 0.039
-0.182 -0.117 0.139
-0.013 -0.278 0.166
0.692 -0.003 -0.277
-0.518 0.568 0.297
0.097 0.083 -0.370
0.018 -0.035 0.039
0.014 0.060 -0.169
-0.051 0.021 0.067
0.074 -0.092 -0.021
-0.001 0.016 0.012
-0.020 -0.065 0.143
-0.020 0.043 -0.030
-0.031 -0.202 0.275
-0.018 0.072 -0.105
0.194 0.027 0.050
0.090 -0.061 0.246
-0.365 -0.061 -0.239
0.112 0.776 0.038
0.042 -0.149 0.471
-0.002 -0.025 -0.169
0.013 0.013 0.206
0.003 0.031 -0.078
-0.020 -0.077 -0.026
0.005 0.014 0.005
0.007 0.010 -0.119
0.000 0.029 0.049
-0.045 -0.168 -0.394
0.044 -0.041 0.052
-0.044 0.015 -0.016
0.032 0.022 0.009
0.013 -0.010 -0.029
0.012 -0.007 -0.020
0.025 0.030 -0.009
-0.026 0.005 -0.073
0.024 -0.005 0.043
-0.028 0.013 0.030
-0.008 0.080 0.008
0.012 -0.019 0.003
0.015 0.035 -0.028
-0.056 -0.063 0.249
-0.022 -0.219 -0.713
0.035 0.328 2.606
-0.024 -0.307 0.313
-0.024 0.257 -0.189
0.128 0.059 -0.022
0.013 0.067 -0.023
0.204 -0.136 0.136
-0.156 -0.094 -0.053
-0.097 0.098 -0.022
-0.033 0.115 -0.044
0.009 0.002 -0.041
-0.016 0.027 -0.002
0.019 -0.025 0.010

A structure of composition C21H14F6S, computed with the ωB97M-V functional and the def2-TZVPD basis.

Summary:
HOMO-LUMO gap: 0.232 Eh
Charge: 0
HOMO level: -7.972 eV
Calculated total energy: -49144.18886 eV
Maximum force: 0.0577 Eh/bohr
Energy above the lowest of the compared OMol25 structures with the same formula, charge and spin: 0.0 kJ/mol

Last column: Löwdin charge in e.
Element x y z (Å)
F1 -4.537 2.853 -0.325  0.12
C1 -4.489 1.670 -1.011  -0.52
F2 -5.364 0.815 -0.401  0.11
F3 -4.976 1.911 -2.272  0.12
C2 -3.102 1.111 -1.054  -0.13
C3 -2.928 -0.256 -0.852  0.00
C4 -1.644 -0.754 -0.816  -0.02
C5 -0.520 0.091 -0.962  -0.23
C6 0.761 -0.490 -0.625  -0.15
C7 2.055 0.125 -0.880  -0.23
C8 2.293 1.506 -0.729  -0.01
C9 3.578 2.024 -0.850  0.01
C10 4.638 1.148 -1.052  -0.12
C11 6.033 1.686 -1.119  -0.52
F4 6.937 0.811 -0.581  0.12
F5 6.418 1.912 -2.419  0.12
F6 6.165 2.867 -0.445  0.12
C12 4.447 -0.225 -1.184  0.00
C13 3.163 -0.726 -1.111  0.00
C14 -0.746 1.438 -1.329  -0.01
C15 -2.033 1.959 -1.315  0.00
H1 -3.777 -0.914 -0.711  0.13
H2 -1.487 -1.819 -0.651  0.12
H3 0.774 -1.585 -0.599  0.10
H4 1.485 2.189 -0.473  0.11
H5 3.746 3.094 -0.756  0.13
H6 5.292 -0.889 -1.335  0.13
H7 2.992 -1.795 -1.228  0.12
H8 0.072 2.083 -1.644  0.10
H9 -2.197 3.016 -1.527  0.13
S1 0.601 -0.575 1.810  0.85
C16 -0.764 -1.399 2.355  -0.71
C17 -0.789 -2.814 2.285  -0.12
C18 -2.003 -3.479 2.347  -0.09
C19 -3.177 -2.772 2.623  -0.08
C20 -3.123 -1.401 2.894  -0.09
C21 -1.917 -0.722 2.832  -0.10
H10 0.152 -3.331 2.100  0.10
H11 -2.031 -4.550 2.160  0.10
H12 -4.131 -3.291 2.635  0.10
H13 -4.033 -0.857 3.141  0.11
H14 -1.833 0.337 3.073  0.11

Force components x, y, z for each atom (eV/Å):
-0.096 -0.838 -0.620
-0.715 0.270 -0.011
0.509 0.760 -0.505
0.235 -0.070 1.053
-0.388 -0.047 0.185
0.222 0.277 -0.158
0.342 0.079 -0.005
-1.051 0.193 -0.128
-0.380 -0.892 1.481
0.922 0.204 0.631
-0.010 -0.095 -0.013
-0.179 -0.331 -0.011
0.203 0.137 0.073
0.846 0.274 -0.100
-0.605 0.764 -0.492
-0.163 -0.106 1.107
0.000 -0.901 -0.627
-0.174 0.185 -0.088
-0.554 0.124 -0.001
0.026 -0.223 0.074
0.188 -0.281 -0.239
0.065 0.118 0.010
0.014 0.208 0.122
0.014 0.434 -0.383
0.347 -0.320 0.029
0.031 -0.265 0.058
-0.114 0.129 0.032
0.018 0.218 0.108
-0.319 -0.224 0.231
-0.013 -0.301 0.034
2.262 1.416 -1.295
-1.453 -1.103 0.552
-0.208 0.645 -0.505
-0.137 -0.091 0.232
0.210 0.118 -0.147
-0.071 -0.187 0.330
0.419 -0.196 -0.811
-0.305 0.065 -0.133
-0.072 0.141 0.171
0.106 0.064 0.009
0.173 -0.156 0.054
-0.146 -0.196 -0.308

A structure of composition C21H15AsCl2LaO4Tm, computed with the ωB97M-V functional and the def2-TZVPD basis.

Summary:
HOMO-LUMO gap: 0.103 Eh
Charge: +4
HOMO level: -17.560 eV
2S+1: 3
Calculated total energy: -146442.58743 eV
Maximum force: 0.2266 Eh/bohr
⟨S²⟩: 2.00

Last column: Mulliken spin population.
Element x y z (Å)
La1 -0.237 -0.272 -9.228  0.00
Tm1 -0.270 -0.948 -2.307  2.02
Cl1 -1.151 2.061 -8.854  0.00
Cl2 1.647 -2.369 -2.497  -0.01
C1 -1.322 -2.644 -1.239  0.00
C2 -0.771 0.066 -11.461  0.00
C3 0.140 -2.246 -10.615  0.00
O1 -1.718 -3.541 -0.617  0.00
O2 -1.016 0.154 -12.606  0.00
O3 0.338 -3.177 -11.299  0.00
O4 0.042 0.156 -0.690  -0.01
As1 0.064 0.450 1.036  0.00
C4 -1.204 1.798 1.414  0.00
C5 -0.786 2.871 2.215  0.00
C6 -1.733 3.808 2.634  0.00
C7 -3.066 3.689 2.213  0.00
C8 -3.458 2.643 1.364  0.00
C9 -2.518 1.696 0.941  0.00
C10 -0.382 -1.254 1.747  0.00
C11 0.539 -2.291 1.616  0.00
C12 0.259 -3.502 2.249  0.00
C13 -0.936 -3.662 2.964  0.00
C14 -1.866 -2.617 3.040  0.00
C15 -1.589 -1.393 2.429  0.00
C16 1.869 0.751 1.552  0.00
C17 2.918 0.845 0.633  0.00
C18 4.224 0.955 1.123  0.00
C19 4.464 0.957 2.506  0.00
C20 3.401 0.849 3.412  0.00
C21 2.095 0.742 2.937  0.00
H1 0.261 2.952 2.509  0.00
H2 -1.424 4.618 3.294  0.00
H3 -3.802 4.418 2.549  0.00
H4 -4.496 2.556 1.038  0.00
H5 -2.796 0.890 0.258  0.00
H6 1.475 -2.136 1.073  0.00
H7 0.991 -4.308 2.209  0.00
H8 -1.152 -4.610 3.456  0.00
H9 -2.815 -2.750 3.558  0.00
H10 -2.298 -0.565 2.464  0.00
H11 2.710 0.815 -0.438  0.00
H12 5.058 1.032 0.425  0.00
H13 5.482 1.039 2.880  0.00
H14 3.573 0.842 4.488  0.00
H15 1.257 0.632 3.627  0.00

Force components x, y, z for each atom (eV/Å):
0.567 2.617 6.040
1.918 2.038 0.227
0.150 -0.725 -0.390
-0.607 0.312 -0.172
-2.989 -6.432 4.510
-2.612 1.502 -11.257
1.654 -8.455 -6.206
1.909 4.528 -3.211
1.470 -0.459 7.015
-1.148 5.494 4.091
-0.379 -0.449 -1.261
0.493 -0.215 0.417
0.126 0.461 -0.096
-0.294 -0.213 0.036
-0.137 -0.148 -0.197
0.344 -0.220 0.002
0.261 -0.116 -0.111
-0.117 0.281 0.343
-0.489 0.431 -0.161
0.056 -0.251 0.298
0.034 0.086 -0.058
-0.097 0.231 -0.137
-0.014 -0.062 -0.171
-0.005 -0.395 0.055
0.155 0.123 0.164
0.030 0.023 0.230
-0.178 -0.052 0.183
-0.336 -0.001 -0.213
-0.113 0.014 -0.187
0.140 0.004 -0.262
-0.281 0.056 0.057
-0.145 -0.163 -0.239
0.168 -0.196 -0.080
0.339 0.099 0.087
-0.090 0.148 0.281
-0.163 -0.107 0.245
-0.238 0.126 -0.005
0.095 0.245 -0.092
0.296 -0.033 -0.027
0.162 -0.234 0.195
0.182 0.087 0.293
-0.211 -0.019 0.209
-0.225 -0.017 -0.110
0.062 0.015 -0.307
0.258 0.039 -0.034

A structure of composition C21H15AsCrOPS9, computed with the ωB97M-V functional and the def2-TZVPD basis.

Summary:
HOMO-LUMO gap (alpha / beta): 0.199 / 0.204 Eh
Charge: -2
HOMO level (alpha / beta): -1.478 / -1.606 eV
2S+1: 4
Calculated total energy: -220142.08191 eV
Maximum force: 0.0156 Eh/bohr
⟨S²⟩: 3.84

Last column: Mulliken spin population.
Element x y z (Å)
Cr1 -2.850 -0.763 -0.892  3.26
S1 -3.502 0.188 1.272  -0.06
As1 -4.550 -1.697 0.915  0.02
S2 -5.212 -1.225 -1.098  -0.08
S3 -2.825 -2.919 0.333  -0.06
S4 -5.877 -2.419 2.385  0.03
S5 -0.700 2.208 -7.274  0.00
C1 -1.254 1.520 -5.841  0.00
S6 -1.295 -0.151 -5.524  0.00
C2 -1.944 -0.138 -3.899  0.01
C3 -2.205 1.096 -3.413  0.01
S7 -2.844 1.442 -1.815  -0.04
S8 -1.843 2.405 -4.512  0.00
S9 -2.197 -1.647 -3.047  -0.04
O1 -0.759 -0.700 -0.489  -0.04
P1 0.332 -0.154 0.360  0.01
C4 -0.165 0.290 2.020  0.00
C5 -0.255 1.607 2.455  0.00
C6 -0.785 1.891 3.709  0.00
C7 -1.238 0.859 4.517  0.00
C8 -1.175 -0.456 4.074  -0.01
C9 -0.645 -0.741 2.828  0.00
C10 1.529 -1.502 0.537  0.00
C11 0.984 -2.785 0.514  0.00
C12 1.813 -3.890 0.661  0.00
C13 3.181 -3.719 0.818  0.00
C14 3.729 -2.444 0.822  0.00
C15 2.902 -1.334 0.682  0.00
C16 1.194 1.236 -0.389  0.00
C17 2.170 2.009 0.246  0.00
C18 2.801 3.035 -0.442  0.00
C19 2.455 3.293 -1.766  0.00
C20 1.487 2.531 -2.400  0.00
C21 0.852 1.499 -1.715  0.00
H1 0.036 2.420 1.804  0.00
H2 -0.871 2.920 4.036  0.00
H3 -1.679 1.083 5.481  0.00
H4 -1.589 -1.256 4.673  0.00
H5 -0.677 -1.760 2.457  0.01
H6 -0.086 -2.905 0.355  0.00
H7 1.384 -4.885 0.639  0.00
H8 3.825 -4.584 0.924  0.00
H9 4.800 -2.311 0.923  0.00
H10 3.337 -0.343 0.665  0.00
H11 2.435 1.816 1.280  0.00
H12 3.554 3.636 0.053  0.00
H13 2.939 4.102 -2.301  0.00
H14 1.205 2.737 -3.425  0.00
H15 0.080 0.908 -2.193  0.00

Force components x, y, z for each atom (eV/Å):
0.554 0.026 -0.204
-0.012 -0.031 -0.042
-0.488 -0.260 0.580
-0.002 -0.019 -0.028
-0.046 0.046 -0.008
0.094 0.030 -0.081
-0.066 -0.089 0.210
0.057 0.077 -0.173
0.073 -0.463 -0.106
0.040 -0.295 0.104
-0.081 0.133 0.279
0.132 0.146 -0.363
-0.100 0.431 0.223
0.012 0.163 -0.314
-0.247 0.397 -0.139
0.119 -0.352 0.002
-0.047 0.100 0.160
-0.088 0.055 0.065
0.032 -0.071 -0.075
0.002 -0.033 -0.008
0.028 0.028 -0.013
-0.025 -0.008 0.065
0.073 -0.039 0.053
0.033 -0.092 -0.082
-0.068 0.061 -0.006
0.043 -0.028 0.010
-0.126 0.134 -0.024
0.097 -0.116 0.053
-0.011 0.108 -0.160
0.025 -0.024 -0.031
-0.111 -0.093 -0.052
0.036 0.020 0.047
-0.099 -0.094 0.017
0.121 0.148 0.004
0.039 -0.012 -0.007
-0.003 -0.010 -0.011
0.007 -0.004 -0.008
0.004 0.019 -0.002
0.019 0.037 -0.002
0.065 -0.018 0.041
0.004 0.023 0.003
-0.005 0.008 -0.004
-0.011 0.002 0.002
-0.003 0.007 0.011
-0.051 -0.008 -0.010
-0.013 -0.012 0.001
-0.005 -0.023 0.011
0.010 0.001 0.018
-0.012 -0.006 -0.005

A structure of composition C21H15Cl2DyIrO3Sb, computed with the ωB97M-V functional and the def2-TZVPD basis.

Summary:
HOMO-LUMO gap (alpha / beta): 0.200 / 0.147 Eh
Charge: +4
HOMO level (alpha / beta): -19.908 / -19.888 eV
2S+1: 10
Calculated total energy: -86620.08928 eV
Maximum force: 0.1407 Eh/bohr
⟨S²⟩: 25.20

Last column: Mulliken spin population.
Element x y z (Å)
Dy1 -0.054 0.658 -5.161  6.94
Ir1 0.643 0.597 -2.462  0.26
Cl1 -0.449 -1.215 -3.357  -0.08
Cl2 -0.567 2.905 -4.179  0.01
C1 1.655 2.027 -1.912  0.00
C2 0.770 -1.369 -6.674  0.03
C3 0.891 1.772 -7.207  0.08
O1 2.237 2.965 -1.519  -0.02
O2 1.085 -2.281 -7.300  0.00
O3 1.250 2.397 -8.102  0.00
C4 3.876 -0.322 2.160  0.22
C5 3.528 -1.487 1.454  0.09
C6 2.323 -1.525 0.744  -0.01
C7 1.520 -0.392 0.787  0.29
C8 1.840 0.778 1.464  0.02
C9 3.043 0.805 2.174  0.11
Sb1 -0.324 -0.380 -0.296  0.07
C10 -1.094 -2.007 0.977  0.02
C11 -1.853 -3.039 0.437  0.25
C12 -2.334 -4.032 1.301  0.28
C13 -2.051 -3.989 2.673  0.03
C14 -1.276 -2.946 3.184  0.16
C15 -0.786 -1.950 2.332  0.17
C16 -1.280 1.396 0.313  0.02
C17 -1.807 1.433 1.602  -0.02
C18 -2.326 2.640 2.080  0.00
C19 -2.312 3.784 1.258  0.00
C20 -1.788 3.724 -0.038  0.00
C21 -1.293 2.507 -0.522  0.00
H1 4.814 -0.294 2.710  0.00
H2 4.177 -2.363 1.449  0.00
H3 2.017 -2.408 0.178  0.00
H4 1.171 1.638 1.431  0.00
H5 3.304 1.709 2.720  0.00
H6 -2.060 -3.068 -0.631  0.01
H7 -2.933 -4.844 0.906  0.00
H8 -2.428 -4.763 3.342  0.01
H9 -1.041 -2.894 4.242  0.00
H10 -0.162 -1.156 2.739  0.03
H11 -1.802 0.532 2.216  0.02
H12 -2.738 2.678 3.085  0.00
H13 -2.725 4.722 1.628  0.00
H14 -1.762 4.610 -0.683  0.00
H15 -0.899 2.449 -1.544  0.02

Force components x, y, z for each atom (eV/Å):
-0.869 0.710 0.571
-0.149 -0.850 -1.501
-0.666 -0.879 -1.191
0.457 -1.522 -0.343
3.431 5.549 3.127
1.330 -4.064 -2.783
1.790 3.173 -4.419
-2.283 -3.946 -1.903
-1.290 3.824 2.613
-1.461 -2.648 3.702
0.572 -0.117 0.311
-1.114 -0.997 -0.899
1.896 -0.694 0.509
-1.729 0.269 -0.748
1.681 0.848 0.716
-1.538 0.936 -0.330
0.140 0.736 2.550
-0.329 0.137 -2.347
1.147 1.991 -0.576
-0.646 -1.391 1.250
0.472 0.463 0.827
-1.173 -1.925 0.648
0.494 0.822 -0.633
-0.106 -0.530 0.186
-0.192 0.424 0.117
0.113 -0.083 -0.273
0.060 -0.295 0.011
0.037 -0.247 -0.028
0.084 0.448 -0.101
-0.039 0.017 -0.136
-0.059 0.282 0.133
0.265 0.211 0.204
0.238 -0.091 0.110
0.120 -0.294 0.040
-0.101 -0.163 0.275
-0.047 -0.032 -0.017
0.072 0.175 -0.224
-0.072 -0.082 -0.008
-0.114 -0.137 -0.031
-0.174 0.344 0.047
0.060 0.107 -0.202
0.118 -0.246 -0.050
-0.112 -0.353 0.339
-0.313 0.114 0.459